Record 1
{
  "formula": "C6H12O",
  "method": "the ωB97M-V functional and the def2-TZVPD basis",
  "multiplicity": 1,
  "homo_ha": -0.3585,
  "orbital_gap_ev": 10.7,
  "smiles": "C=CCCC.C=O",
  "charge": 0,
  "symbols": ["C", "C", "C", "C", "C", "H", "H", "H", "H", "H", "H", "H", "H", "H", "H", "C", "O", "H", "H"],
  "xyz": [[-2.3454, 0.7487, -0.0515], [-1.1593, 0.9593, -0.6224], [0.1487, 1.0063, 0.1192], [1.2962, 0.2951, -0.6066], [2.5166, 0.1096, 0.2909], [-3.2703, 0.7539, -0.6226], [-2.4313, 0.5841, 1.0216], [-1.1134, 1.1262, -1.7004], [0.0107, 0.5684, 1.1174], [0.4323, 2.0609, 0.2733], [1.5709, 0.8747, -1.4998], [0.9566, -0.6888, -0.9560], [2.8550, 1.0672, 0.7082], [2.2718, -0.5564, 1.1269], [3.3541, -0.3325, -0.2613], [-1.2775, -2.1440, 0.4117], [-0.3519, -2.0423, 1.1778], [-2.3295, -2.1808, 0.7577], [-1.1346, -2.2097, -0.6842]],
  "atomic_forces_ev_per_a": [[0.171, 0.031, -0.090], [-0.172, 0.016, 0.106], [-0.025, 0.063, 0.116], [-0.020, -0.002, -0.077], [0.053, -0.012, 0.052], [0.160, -0.010, 0.041], [0.033, 0.035, -0.137], [-0.009, -0.007, 0.130], [0.035, 0.079, -0.172], [-0.055, -0.219, -0.018], [-0.073, -0.130, 0.119], [0.038, 0.146, 0.045], [-0.062, -0.156, -0.091], [0.050, 0.121, -0.132], [-0.142, 0.078, 0.107], [0.248, 0.036, 0.213], [-0.424, -0.073, -0.342], [0.146, 0.003, 0.010], [0.048, 0.001, 0.119]],
  "nbo_charge": [-0.42, -0.15, -0.45, -0.39, -0.60, 0.20, 0.19, 0.19, 0.22, 0.21, 0.19, 0.20, 0.20, 0.22, 0.21, 0.28, -0.52, 0.11, 0.11]
}

***

Record 2
{
  "formula": "C4H36NO13",
  "method": "the ωB97M-V functional and the def2-TZVPD basis",
  "multiplicity": 1,
  "homo_ha": -0.4688,
  "orbital_gap_ev": 10.0,
  "charge": 1,
  "symbols": ["C", "C", "C", "C", "O", "N", "H", "H", "H", "H", "H", "H", "H", "H", "H", "H", "H", "H", "H", "H", "O", "H", "H", "O", "H", "H", "O", "H", "H", "O", "H", "H", "O", "H", "H", "O", "H", "H", "O", "H", "H", "O", "H", "H", "O", "H", "H", "O", "H", "H", "O", "H", "H", "O"],
  "xyz": [[0.1678, 1.9284, -0.0208], [0.7569, 0.7192, -0.7351], [-0.5301, -0.2925, -0.9624], [-0.6956, -0.8107, -2.3058], [-0.8759, 0.4042, -3.1689], [-0.4731, 1.3300, 1.3003], [-0.7357, 2.4478, -0.5813], [0.9142, 2.7661, 0.1673], [1.2492, 0.7960, -1.6969], [1.4628, -0.0452, -0.2913], [-1.4327, -0.0743, -0.3495], [-0.2301, -1.2154, -0.3240], [0.2276, -1.3470, -2.7315], [-1.5281, -1.4079, -2.5661], [-0.2097, 1.1239, -2.8705], [0.2566, 1.2798, 2.1604], [-0.7739, 0.3567, 1.2315], [-1.2631, 1.9510, 1.4869], [-3.4605, 2.8227, 0.1372], [-2.7097, 1.5258, 0.1910], [-2.6131, 2.4844, 0.4633], [4.0089, 0.3569, -2.9677], [4.1235, 1.4753, -2.0714], [3.4378, 1.0450, -2.6436], [2.3128, -2.5134, 2.2158], [2.2226, -2.0426, 3.6655], [1.8981, -1.8423, 2.7936], [4.0718, -2.3507, 0.6127], [4.5424, -0.8493, 0.6029], [4.0037, -1.5865, 1.0861], [0.3443, 0.9623, 4.0069], [1.7710, 0.5739, 3.6447], [1.0850, 1.2579, 3.4470], [1.9413, 2.5023, -3.4743], [0.5972, 3.2311, -3.8768], [0.9127, 2.4431, -3.4273], [-2.2255, 0.9320, -2.5156], [-3.8032, 1.2041, -2.5754], [-3.0882, 1.2191, -2.0070], [-3.3967, -1.5862, -0.7945], [-3.3536, -0.1746, -1.0294], [-3.6472, -0.8057, -0.3435], [3.4094, 1.1713, 1.9523], [2.7377, -0.1371, 1.6832], [2.7366, 0.8382, 1.4231], [0.0688, -2.4842, 2.4645], [-1.3577, -3.2863, 2.3168], [-0.8904, -2.5209, 2.0386], [-1.8724, -3.4442, 0.1505], [-1.4432, -4.6002, -0.4964], [-1.2290, -3.6577, -0.5280], [-2.9443, -0.6355, 1.3684], [-2.0825, -1.0152, 2.6587], [-2.3957, -0.4230, 2.0861]],
  "atomic_forces_ev_per_a": [[-0.225, 0.465, 0.124], [-1.979, -3.253, -0.834], [2.021, -2.210, 4.099], [1.978, 1.926, -3.241], [0.759, 0.437, 0.939], [3.142, 1.678, 0.404], [2.003, -1.477, 0.945], [-0.924, -1.288, 0.436], [-0.205, 1.096, -0.115], [-0.567, 1.925, 0.639], [0.357, 0.530, -1.433], [-0.381, 1.009, -0.959], [-1.160, 0.664, 0.933], [-0.975, -0.748, 0.291], [-1.133, -1.580, -1.040], [-1.128, 0.565, -2.031], [-0.507, 0.294, -0.258], [-0.126, -0.414, 0.468], [0.290, 0.275, 0.159], [0.118, 1.514, 0.275], [-1.206, -1.402, -0.447], [-0.063, -0.885, -0.858], [-1.240, 0.064, -0.393], [1.350, 0.930, 1.174], [-0.102, 0.665, 0.358], [0.257, -0.239, 0.638], [-0.451, -0.468, -0.698], [0.637, -3.146, -2.316], [-1.533, -2.286, 1.182], [1.223, 5.121, 0.808], [0.217, 0.385, 0.116], [-0.655, 0.869, -0.613], [0.157, -1.187, 1.497], [-2.677, -0.393, 0.174], [-0.079, 0.077, -0.106], [2.825, 0.462, -0.034], [-1.232, 0.548, 0.193], [-2.174, -0.004, -2.058], [3.311, -0.483, 1.367], [0.205, -1.908, -0.318], [-0.406, 0.932, 0.051], [-0.192, 0.816, 0.362], [1.990, 1.352, 1.503], [-0.142, 1.524, -0.710], [-1.378, -2.674, -0.823], [-2.843, -0.403, -1.120], [-0.117, -1.228, 0.733], [3.369, 1.309, 0.923], [0.093, 1.209, 0.338], [0.655, -0.350, -0.851], [-0.740, -0.916, 0.173], [-1.319, -1.502, -1.406], [1.321, -4.288, 2.567], [-0.423, 6.093, -1.209]],
  "nbo_charge": [-0.24, -0.45, -0.50, -0.08, -0.78, -0.79, 0.26, 0.23, 0.25, 0.24, 0.22, 0.23, 0.19, 0.20, 0.52, 0.46, 0.46, 0.46, 0.50, 0.49, -0.97, 0.48, 0.47, -0.94, 0.50, 0.49, -0.96, 0.48, 0.50, -0.97, 0.49, 0.50, -0.90, 0.51, 0.49, -0.97, 0.51, 0.48, -1.02, 0.47, 0.49, -0.98, 0.46, 0.50, -0.97, 0.51, 0.47, -0.99, 0.46, 0.47, -0.92, 0.51, 0.49, -1.00]
}

***

Record 3
{
  "formula": "C4H11N3O2",
  "method": "the ωB97M-V functional and the def2-TZVPD basis",
  "multiplicity": 1,
  "homo_ha": -0.3148,
  "orbital_gap_ev": 9.0,
  "smiles": "[H]/N=C(/N)NC.CC(=O)O",
  "charge": 0,
  "symbols": ["H", "N", "C", "N", "N", "C", "H", "H", "H", "H", "H", "H", "C", "C", "O", "O", "H", "H", "H", "H"],
  "xyz": [[0.3587, 2.8840, 0.1756], [1.3297, 2.9380, 0.4827], [1.4236, 2.2089, 1.5335], [2.5742, 2.2162, 2.2654], [0.4711, 1.3435, 2.0437], [-0.7094, 1.0252, 1.2251], [2.7218, 1.8466, 3.1916], [3.2716, 2.8682, 1.9657], [0.8073, 0.4449, 2.3655], [-1.5477, 0.8110, 1.8908], [-0.4637, 0.1512, 0.6151], [-1.1141, 1.7839, 0.5669], [-1.4996, -2.9172, -2.9252], [-1.2505, -2.4380, -1.5409], [-1.8663, -2.8223, -0.5900], [-0.2489, -1.5604, -1.3411], [-0.5778, -3.3408, -3.3588], [-1.9691, -2.3787, -3.7380], [-1.9998, -3.8791, -2.7568], [0.2890, -1.1851, -2.0709]],
  "atomic_forces_ev_per_a": [[0.433, -0.017, -0.437], [-0.590, 0.185, 0.553], [0.297, -0.309, -0.017], [1.109, 0.005, 0.162], [-1.299, -0.030, -0.375], [-0.117, -0.643, 0.304], [-0.642, -0.071, -0.294], [0.044, 0.159, -0.150], [0.529, 0.462, 0.290], [0.143, -0.300, 0.015], [-0.432, 0.043, -0.079], [0.498, 0.489, 0.020], [0.783, -2.719, -0.694], [-0.059, 0.832, -0.242], [0.041, -0.008, 0.038], [0.933, 0.912, 0.344], [0.231, 0.696, 0.145], [-0.265, 0.686, 0.511], [-0.664, 0.466, -0.234], [-0.973, -0.837, 0.140]],
  "nbo_charge": [0.33, -0.79, 0.57, -0.83, -0.64, -0.43, 0.39, 0.40, 0.38, 0.21, 0.21, 0.20, -0.77, 0.79, -0.55, -0.71, 0.23, 0.25, 0.25, 0.50]
}

***

Record 4
{
  "formula": "H2INS",
  "method": "the ωB97M-V functional and the def2-TZVPD basis",
  "multiplicity": 1,
  "homo_ha": [-0.3340, -0.3341],
  "orbital_gap_ev": [7.4, 7.4],
  "smiles": "N=S.I",
  "charge": 0,
  "symbols": ["N", "S", "H", "I", "H"],
  "xyz": [[1.4802, -0.5570, -1.3467], [0.9248, 0.4032, -0.2183], [2.1322, 0.0189, -1.8403], [-2.9610, 0.0917, 1.7810], [-1.5761, 0.0432, 1.6242]],
  "atomic_forces_ev_per_a": [[-1.052, 0.570, 1.535], [0.203, -0.830, -0.648], [0.845, 0.280, -0.874], [-7.109, 0.264, 0.811], [7.112, -0.284, -0.824]],
  "nbo_charge": [-0.67, 0.34, 0.33, -0.06, 0.06]
}

***

Record 5
{
  "formula": "C21H32N4O3",
  "method": "the ωB97M-V functional and the def2-TZVPD basis",
  "multiplicity": 1,
  "homo_ha": -0.3152,
  "orbital_gap_ev": 9.1,
  "smiles": "Cc1ccnc(NC(=O)CCC(=O)N(CC(=O)NC(C)(C)C)C2CCCC2)c1",
  "charge": 0,
  "symbols": ["C", "C", "C", "C", "N", "C", "N", "C", "O", "C", "C", "C", "O", "N", "C", "C", "O", "N", "C", "C", "C", "C", "C", "C", "C", "C", "C", "C", "H", "H", "H", "H", "H", "H", "H", "H", "H", "H", "H", "H", "H", "H", "H", "H", "H", "H", "H", "H", "H", "H", "H", "H", "H", "H", "H", "H", "H", "H", "H", "H"],
  "xyz": [[-7.3035, -1.3535, 0.2165], [-6.0221, -0.6434, -0.0850], [-6.0110, 0.7227, -0.3646], [-4.8034, 1.3316, -0.6476], [-3.6499, 0.6873, -0.6730], [-3.6547, -0.6175, -0.4155], [-2.3908, -1.1922, -0.4756], [-2.0033, -2.4218, -0.0374], [-2.7527, -3.2708, 0.3901], [-0.4923, -2.6161, -0.1042], [0.1613, -1.7565, 0.9861], [1.6792, -1.8316, 1.0488], [2.2267, -2.4449, 1.9447], [2.4031, -1.1318, 0.1262], [1.8359, -0.4994, -1.0436], [0.7671, 0.5657, -0.7662], [-0.2563, 0.5969, -1.4252], [1.0936, 1.4314, 0.2017], [0.2774, 2.5658, 0.6518], [-1.0700, 2.0705, 1.1833], [0.0587, 3.5181, -0.5252], [1.0653, 3.2570, 1.7635], [3.8565, -1.2141, 0.2037], [4.5071, -1.8925, -1.0248], [5.4699, -0.8595, -1.6154], [5.8609, -0.0054, -0.4123], [4.5410, 0.1590, 0.3367], [-4.8161, -1.3256, -0.1120], [-7.1112, -2.3446, 0.6184], [-7.8918, -1.4581, -0.6952], [-7.8964, -0.7863, 0.9317], [-6.9270, 1.2932, -0.3576], [-4.7448, 2.3905, -0.8644], [-1.6944, -0.5467, -0.8482], [-0.1497, -2.3402, -1.1001], [-0.2694, -3.6685, 0.0731], [-0.1554, -0.7204, 0.8795], [-0.1906, -2.1190, 1.9552], [1.3966, -1.2296, -1.7323], [2.6440, 0.0007, -1.5832], [1.9380, 1.2498, 0.7234], [-1.6276, 2.9062, 1.5969], [-1.6625, 1.6307, 0.3840], [-0.9240, 1.3339, 1.9714], [-0.4730, 3.0029, -1.3198], [1.0117, 3.8750, -0.9105], [-0.5321, 4.3716, -0.2064], [2.0321, 3.5970, 1.3967], [1.2240, 2.5787, 2.5998], [0.5158, 4.1211, 2.1254], [4.0532, -1.8083, 1.0992], [5.0586, -2.7742, -0.7008], [3.7606, -2.2203, -1.7462], [4.9642, -0.2410, -2.3601], [6.3296, -1.3247, -2.0940], [6.5764, -0.5454, 0.2083], [6.3005, 0.9494, -0.6972], [3.9485, 0.9365, -0.1506], [4.6825, 0.4405, 1.3791], [-4.7639, -2.3801, 0.0990]],
  "atomic_forces_ev_per_a": [[-0.003, -0.017, -0.025], [0.224, 0.227, -0.066], [0.020, -0.084, 0.030], [-0.279, 0.013, 0.000], [0.399, -0.145, -0.092], [-0.461, 0.099, 0.096], [0.108, 0.287, -0.188], [0.443, -0.086, -0.191], [-0.171, -0.227, 0.167], [-0.087, -0.034, 0.126], [0.062, -0.153, 0.045], [-0.419, 0.053, 0.258], [-0.043, -0.265, 0.201], [0.301, 0.255, -0.104], [-0.355, -0.205, -0.162], [0.712, -0.240, 0.059], [-0.318, 0.070, -0.271], [0.136, 0.141, 0.222], [-0.273, 0.234, 0.000], [0.180, -0.004, -0.149], [0.011, -0.140, 0.099], [-0.084, -0.145, -0.210], [0.229, -0.106, 0.230], [0.022, 0.035, -0.079], [0.121, -0.105, 0.051], [-0.082, 0.147, -0.096], [0.115, -0.148, 0.051], [-0.068, -0.048, 0.017], [-0.050, -0.065, 0.031], [-0.070, -0.037, -0.014], [-0.064, -0.012, 0.042], [-0.085, 0.091, 0.006], [-0.092, 0.099, -0.011], [0.031, -0.158, 0.068], [0.029, -0.002, -0.050], [-0.092, 0.055, -0.061], [-0.042, -0.021, 0.098], [0.089, 0.113, -0.074], [0.040, 0.225, 0.047], [-0.052, -0.054, 0.017], [-0.011, -0.112, -0.094], [-0.087, 0.125, 0.072], [-0.046, -0.019, 0.010], [0.014, -0.071, 0.121], [-0.052, 0.014, -0.074], [0.105, 0.062, -0.026], [-0.077, 0.139, 0.051], [0.126, 0.054, -0.031], [0.023, -0.069, 0.124], [-0.059, 0.073, 0.031], [-0.013, 0.162, -0.224], [-0.023, -0.060, -0.016], [-0.034, -0.094, -0.018], [-0.007, 0.038, -0.045], [0.012, 0.028, -0.110], [0.082, -0.006, 0.042], [0.091, 0.008, 0.048], [-0.041, 0.070, -0.038], [-0.093, 0.062, 0.051], [0.009, -0.050, 0.009]],
  "nbo_charge": [-0.63, 0.05, -0.29, 0.06, -0.47, 0.39, -0.64, 0.69, -0.60, -0.48, -0.50, 0.69, -0.62, -0.45, -0.32, 0.70, -0.66, -0.63, 0.12, -0.63, -0.62, -0.61, -0.05, -0.43, -0.40, -0.40, -0.42, -0.29, 0.22, 0.23, 0.22, 0.21, 0.19, 0.45, 0.21, 0.24, 0.22, 0.25, 0.22, 0.24, 0.41, 0.21, 0.26, 0.20, 0.24, 0.20, 0.21, 0.21, 0.21, 0.22, 0.26, 0.22, 0.21, 0.19, 0.22, 0.20, 0.21, 0.19, 0.22, 0.25]
}

***

Record 6
{
  "formula": "C4H8N2O",
  "method": "the ωB97M-V functional and the def2-TZVPD basis",
  "multiplicity": 1,
  "homo_ha": [-0.3020, -0.3346],
  "orbital_gap_ev": [6.8, 8.0],
  "charge": 0,
  "symbols": ["C", "C", "O", "C", "N", "C", "N", "H", "H", "H", "H", "H", "H", "H", "H"],
  "xyz": [[0.6265, -1.1158, 0.9256], [0.1525, -0.4031, -0.2983], [-1.7854, 0.2291, 0.4565], [0.7868, 0.8662, -0.7352], [0.1526, 1.7152, 0.2446], [-0.5948, -1.1835, -1.2518], [-1.0931, -1.8185, -2.0842], [-0.2139, -1.3630, 1.5781], [1.3414, -0.5009, 1.4767], [1.1055, -2.0538, 0.6173], [-2.4611, 0.3958, -0.2195], [0.5218, 1.1336, -1.7645], [1.8805, 0.7940, -0.6622], [0.7743, 1.8513, 1.0406], [-1.1372, 1.0937, 0.4934]],
  "atomic_forces_ev_per_a": [[-0.029, 0.066, 0.018], [0.258, -0.279, -0.140], [-0.271, 0.294, -0.073], [0.071, -0.132, -0.184], [0.177, 0.138, 0.196], [-0.332, -0.469, -0.693], [0.471, 0.596, 0.796], [0.121, 0.004, -0.083], [-0.102, -0.080, -0.092], [-0.067, 0.102, 0.027], [0.083, -0.044, 0.187], [0.012, -0.044, 0.170], [-0.141, 0.016, 0.010], [-0.065, 0.039, -0.097], [-0.186, -0.208, -0.042]],
  "nbo_charge": [-0.67, 0.26, -0.92, -0.30, -0.77, 0.22, -0.27, 0.26, 0.23, 0.24, 0.48, 0.21, 0.21, 0.34, 0.48]
}

***

- Which of these has the highest charge?
  C4H36NO13